ORCA calculation (the ωB97M-V functional and the def2-TZVPD basis) on C5H10NO2P2 as an isolated structure.

The geometry in XYZ format:
```
20
Properties=species:S:1:pos:R:3
C -2.1212 -0.1034 -0.4891
C -2.0937 -0.3585 1.1381
C -0.6874 -0.3061 1.5651
C 2.1060 -0.8866 -1.0588
C 1.3387 2.0670 -0.3704
N 0.2659 -0.5498 0.4311
O -3.2103 -0.1368 -0.9434
O -0.9628 0.0070 -0.9206
P 0.8904 -2.1643 -0.3321
P 1.7610 0.3457 0.2614
H -2.8028 0.3928 1.5105
H -2.5491 -1.3936 1.2611
H -0.4843 0.6754 2.0793
H -0.6118 -1.1022 2.2832
H 3.1972 -1.2677 -1.1923
H 1.6817 -0.5163 -2.0543
H 0.8774 2.1238 -1.3718
H 2.2695 2.5344 -0.6635
H 0.9203 2.6646 0.4273
H 0.2154 -2.0253 -1.5610
```

Properties
orbital gap (alpha / beta)	6.48 / 6.54	eV
total energy	-29498.629	eV
charge	+1
HOMO energy (alpha / beta)	-0.4924 / -0.4910	Eh

ORCA calculation (the ωB97M-V functional and the def2-TZVPD basis) on a 2-piece molecular cluster, C5H10NO3 overall.

The geometry in XYZ format:
```
19
Properties=species:S:1:pos:R:3
C -3.7215 -1.6241 -0.4553
C -2.3504 -1.2599 0.4924
O -1.6189 -2.2087 0.7083
O -2.3318 -0.0823 0.7427
H -3.5378 -1.0899 -1.3481
H -4.5413 -1.2309 0.1758
H -3.9289 -2.6499 -0.6509
C 1.1949 0.3901 -0.4838
C 1.1001 1.8935 -0.5147
C 2.0303 0.0161 0.6694
O 1.5022 -0.5437 1.5830
N 3.4877 0.3330 0.6690
H 0.1772 -0.2218 -0.2729
H 1.4038 -0.0378 -1.4035
H 2.1183 2.4309 -0.5228
H 0.5485 2.2356 0.4121
H 3.9566 0.3802 1.5382
H 3.8154 0.9552 0.0005
H 0.6958 2.3144 -1.3394
```

Properties
orbital gap	6.70	eV
total energy	-12980.235	eV
ΔE to the lowest compared entry with this formula, charge and spin	2.370	eV
charge	-1
HOMO energy	-0.1233	Eh

ORCA calculation (the ωB97M-V functional and the def2-TZVPD basis) on a 2-piece molecular cluster, C5H10NO3 overall.

The geometry in XYZ format:
```
19
Properties=species:S:1:pos:R:3
C 1.9398 0.7821 0.5055
C 1.5983 -0.3980 1.3783
C 0.8390 1.8388 0.4778
O 0.9208 2.8803 1.1264
N -0.1164 1.7994 -0.4947
H 2.8141 1.3796 0.8264
H 2.0574 0.3893 -0.5088
H 2.0328 -1.3808 1.1554
H -0.8015 2.5303 -0.5009
H -0.4491 0.8146 -0.7512
H 0.5145 -0.6274 1.3218
H 2.0092 -0.3333 2.4040
C -1.0096 -2.1300 -1.9558
C -1.3329 -1.5801 -0.5902
O -1.5649 -2.5029 0.2442
O -1.4428 -0.3612 -0.4119
H -0.0819 -1.6614 -2.3440
H -1.7165 -2.0725 -2.7531
H -0.9497 -3.2258 -1.9674
```

Properties
<S²>	0.754
orbital gap (alpha / beta)	9.37 / 4.86	eV
total energy	-12977.339	eV
ΔE to the lowest compared entry with this formula, charge and spin	0.870	eV
multiplicity	2
charge	0
HOMO energy (alpha / beta)	-0.3303 / -0.3301	Eh

ORCA calculation (the ωB97M-V functional and the def2-TZVPD basis) on C5H10NO4P as an isolated structure.

The geometry in XYZ format:
```
21
Properties=species:S:1:pos:R:3
C -1.0364 -2.5762 0.2968
C -1.5856 0.2186 0.2119
C 0.3324 -0.4920 -2.1849
C -0.4243 -0.6977 0.2386
C 0.4798 -0.9445 -0.7760
N 1.2125 0.7037 2.0766
O -0.2572 -3.0557 1.0521
O -2.0110 -2.7578 -0.3477
O -1.0645 -1.0071 2.8702
O 1.4942 -1.8278 -0.5832
P 0.1003 -1.3175 1.9983
H -1.7186 0.9071 1.0925
H -2.5474 -0.2886 -0.0083
H -1.4862 0.7814 -0.7112
H -0.4820 -1.1718 -2.4319
H -0.1047 0.4439 -2.4506
H 1.0709 -0.6374 -2.9700
H 0.4097 1.3297 1.8772
H 1.4115 0.5456 3.0211
H 1.9242 1.2761 1.7763
H 1.5073 -2.1037 0.2702
```

Properties
orbital gap	8.42	eV
total energy	-24314.116	eV
ΔE to the lowest compared entry with this formula, charge and spin	1.293	eV
charge	0
HOMO energy	-0.3060	Eh